No. 1
The following is a quantum chemistry calculation of a cluster of 8 separate species, C26H52O10 in total at a distorted geometry, from the Open Molecules 2025 dataset.

Each line ends with the Löwdin charge.
CARTESIAN COORDINATES (ANGSTROEM)
C  -2.0706  2.1876  3.8812  -0.056
C  -2.2786  3.4706  3.2152  -0.241
O  -2.6036  3.2676  1.8252  -0.030
C  -2.9716  4.3286  0.9872  -0.480
C  -3.2426  3.8076  -0.3898  0.019
O  -3.1066  5.4716  1.3642  0.105
H  -2.7086  1.4526  3.6712  0.033
H  -1.9296  2.1416  4.9992  0.122
H  -1.1436  1.9516  3.4702  0.055
H  -3.0406  4.0276  3.5872  0.085
H  -1.4106  4.0916  3.4162  0.128
H  -4.2556  3.5106  -0.1928  0.101
H  -2.4906  3.0556  -0.6208  0.060
H  -3.2116  4.5066  -1.1428  0.053
C  -2.7636  -3.4664  -0.4158  -0.064
C  -2.8996  -2.0174  -0.2718  -0.245
O  -4.0546  -1.5334  -0.8308  0.067
C  -4.2116  -0.3914  -1.2438  -0.639
C  -5.5296  -0.2324  -1.9148  -0.006
O  -3.3186  0.4816  -1.3868  0.034
H  -2.9736  -3.8784  -1.3138  0.044
H  -3.3496  -3.9784  0.3822  0.099
H  -1.6786  -3.7634  -0.2548  0.089
H  -2.4296  -1.7374  0.6772  0.127
H  -2.0856  -1.6764  -0.9668  0.123
H  -6.1896  -1.2384  -1.8688  0.121
H  -5.1326  0.0376  -3.0258  0.144
H  -6.2546  0.5226  -1.3258  0.125
C  -0.7856  4.0796  -2.6458  -0.031
C  0.4404  3.5896  -3.3478  -0.440
C  1.7194  4.4766  -3.2238  0.017
O  0.3784  2.5796  -4.1198  0.007
H  -0.2256  4.2686  -1.5048  0.141
H  -1.4806  3.2206  -2.6488  0.081
H  -1.0626  5.1096  -2.9918  0.107
H  2.1954  4.1966  -2.3528  0.046
H  1.3994  5.3706  -3.2768  -0.001
H  2.2474  4.3936  -4.1958  0.111
C  1.7104  4.5096  1.1022  -0.067
C  3.1744  4.3466  0.9042  -0.322
C  3.7754  2.9516  0.5162  -0.027
O  4.0834  5.4186  1.1062  -0.101
H  1.6304  5.4706  1.6892  0.100
H  1.0564  3.6846  1.5822  0.097
H  0.9254  4.5716  0.2592  0.075
H  4.8004  2.8856  0.6512  0.050
H  3.1764  2.8276  -0.4478  0.094
H  3.3264  2.0366  1.0332  0.083
C  1.0784  -4.5584  -1.2168  -0.005
C  1.8014  -5.7064  -1.9888  -0.280
C  0.9944  -6.4904  -2.9458  0.000
O  3.1514  -5.8544  -1.8038  -0.064
H  0.0204  -4.4834  -1.3988  0.063
H  1.4494  -3.7024  -1.6228  0.033
H  1.3434  -4.3994  -0.2348  0.042
H  0.0484  -6.8694  -2.5488  0.117
H  1.4554  -7.2654  -3.4898  0.092
H  0.9634  -5.8184  -3.5028  -0.036
C  0.4234  -0.1544  -2.1958  0.034
C  0.4974  -0.4044  -0.6768  -0.313
C  0.0954  0.7846  0.1462  -0.003
O  0.7674  -1.5974  -0.1008  -0.068
H  -0.5956  -0.2594  -2.5128  0.102
H  1.0054  -0.9104  -2.4838  0.041
H  0.9414  0.5966  -2.4588  0.001
H  -0.0696  1.6736  -0.3538  0.029
H  0.7754  1.2156  0.8032  0.044
H  -0.9756  0.3926  0.6322  0.161
C  -0.5886  -2.4654  2.9922  -0.050
C  0.5044  -2.6334  3.9522  -0.392
C  0.9604  -3.9884  4.2372  -0.007
O  0.8894  -1.5364  4.6922  -0.055
H  -1.5686  -2.9204  3.2962  0.121
H  -0.1126  -2.8684  2.0782  0.077
H  -0.7906  -1.5284  2.5772  0.041
H  1.5114  -4.4664  3.1862  0.179
H  0.2554  -4.6104  4.2592  -0.004
H  1.7034  -3.9504  4.9512  0.065
C  3.3384  -2.0574  1.3562  -0.011
C  3.7794  -1.4124  0.0112  -0.350
C  4.5904  -2.1094  -1.0058  0.018
O  3.4554  -0.1494  -0.1528  -0.042
H  2.8234  -3.1434  1.2392  0.115
H  2.5994  -1.4844  1.9372  0.081
H  4.2104  -2.4784  1.6922  0.036
H  4.8114  -1.3964  -1.6748  0.058
H  3.9614  -2.7004  -1.4978  0.043
H  5.3484  -2.6784  -0.5718  0.090

## Properties
- SMILES = CCOC(C)=O.CCOC(C)=O.CC(C)=O.CC(C)=O.CC(C)=O.CC(C)=O.CC(C)=O.CC(C)=O
- max |F| (eV/Å) = 14.6
- calculated total energy (eV) = -48265.2007

No. 2
The following is a quantum chemistry calculation of a structure of composition C26H52O52S13 at a distorted geometry, from the Open Molecules 2025 dataset.

Each line ends with the Löwdin charge.
CARTESIAN COORDINATES (ANGSTROEM)
C  -0.2808  -0.8919  5.3101  -0.153
C  -0.4361  -2.3693  4.9183  -0.196
O  0.8373  -3.0195  5.0467  -0.211
S  2.0948  -1.8543  4.8523  0.820
O  2.9204  -2.0524  3.6236  -0.265
O  2.8007  -1.5298  6.1094  -0.262
O  0.9067  -0.6938  4.5197  -0.247
H  0.0054  -0.9278  6.3613  0.126
H  -1.3052  -0.5260  5.2399  0.135
H  -0.6036  -2.6252  3.8720  0.120
H  -1.1259  -2.9035  5.5716  0.130
C  6.4123  -1.8592  1.5229  -0.089
C  5.2444  -2.8508  0.9389  -0.179
O  5.9102  -3.7197  0.0802  -0.220
S  7.3242  -4.1482  0.7053  0.712
O  8.3383  -4.4073  -0.3387  -0.256
O  7.0440  -5.1013  1.7585  -0.244
O  7.5997  -2.7081  1.4940  -0.221
H  6.1996  -1.5799  2.5548  0.120
H  6.4417  -0.9598  0.9078  0.116
H  4.4624  -2.2892  0.4279  0.097
H  4.7103  -3.5080  1.6252  0.122
C  -4.9501  5.6184  3.6200  -0.255
C  -4.5151  6.1486  2.2636  -0.199
O  -3.4733  5.3192  1.8871  -0.193
S  -2.8336  4.4622  3.1110  0.730
O  -1.4070  4.8137  3.3560  -0.249
O  -3.1752  3.1043  2.8892  -0.219
O  -3.8602  5.1528  4.2292  -0.164
H  -5.5237  4.7062  3.4558  0.131
H  -5.5493  6.3367  4.1796  0.150
H  -4.3799  7.2200  2.1156  0.138
H  -5.4069  5.9088  1.6847  0.134
C  1.3500  -4.9512  -0.9819  -0.187
C  -0.0100  -4.9618  -1.6841  -0.190
O  -0.9936  -5.1124  -0.6934  -0.206
S  -0.3940  -4.8454  0.8460  0.802
O  -0.9418  -5.9442  1.7168  -0.259
O  -0.2007  -3.4457  1.2760  -0.252
O  1.1102  -5.2782  0.3508  -0.196
H  1.7776  -3.9491  -1.0135  0.111
H  1.9626  -5.6782  -1.5151  0.140
H  -0.0933  -5.7193  -2.4633  0.117
H  -0.1853  -3.9461  -2.0386  0.110
C  4.3929  -2.1975  -5.6206  -0.145
C  4.3155  -0.7264  -5.1778  -0.235
O  3.6756  -0.5722  -3.9978  -0.207
S  3.6358  -2.0923  -3.2501  0.811
O  2.3212  -2.7082  -3.2802  -0.247
O  4.2527  -2.0498  -1.8748  -0.257
O  4.6247  -2.8681  -4.3748  -0.175
H  5.1433  -2.5101  -6.3468  0.145
H  3.4320  -2.5188  -6.0225  0.099
H  3.8573  -0.0183  -5.8683  0.142
H  5.3011  -0.3544  -4.8980  0.140
C  0.0992  -1.4152  -6.2793  -0.179
C  -0.1459  -0.9233  -4.8300  -0.130
O  0.5093  0.3603  -4.9368  -0.234
S  0.2333  1.1119  -6.4066  0.740
O  1.5170  1.6830  -6.8259  -0.264
O  -0.9502  1.9884  -6.4315  -0.248
O  -0.0482  -0.3098  -7.1731  -0.202
H  -0.5715  -2.2010  -6.6268  0.115
H  1.1362  -1.7304  -6.3948  0.109
H  0.3790  -1.4694  -4.0463  0.100
H  -1.1655  -0.7632  -4.4795  0.136
C  3.2833  2.1165  -3.0066  -0.184
C  3.8552  1.6442  -1.6952  -0.210
O  2.8726  2.0995  -0.8672  -0.230
S  2.5450  3.7038  -1.0958  0.749
O  3.6252  4.5698  -0.6647  -0.236
O  1.1949  4.1596  -0.9863  -0.219
O  2.7516  3.4482  -2.7843  -0.201
H  2.5300  1.5449  -3.5487  0.112
H  4.1297  2.2297  -3.6840  0.128
H  4.7352  2.1741  -1.3308  0.141
H  3.9024  0.5683  -1.8636  0.108
C  -3.9173  6.4634  -2.5365  -0.161
C  -3.2413  6.2053  -1.1965  -0.226
O  -3.2471  7.4092  -0.5195  -0.201
S  -2.8035  8.5585  -1.6169  0.756
O  -1.3400  8.6288  -1.6815  -0.237
O  -3.6451  9.7648  -1.4119  -0.258
O  -3.3851  7.7181  -2.8995  -0.206
H  -4.9520  6.7730  -2.3896  0.128
H  -3.9640  5.6932  -3.3064  0.142
H  -2.1853  5.9829  -1.3501  0.135
H  -3.7196  5.4002  -0.6387  0.131
C  -4.6707  -0.9674  7.1339  -0.190
C  -6.0374  -0.6906  6.4438  -0.158
O  -5.8061  -1.0034  5.0427  -0.214
S  -4.7806  -2.3372  4.9096  0.764
O  -3.9597  -2.2500  3.7180  -0.238
O  -5.6534  -3.4970  5.0162  -0.241
O  -3.9731  -1.9011  6.3533  -0.217
H  -4.5565  -1.1019  8.2095  0.133
H  -4.1651  -0.0021  7.1107  0.117
H  -6.3833  0.3383  6.3447  0.123
H  -6.9898  -0.9737  6.8921  0.122
C  2.2021  3.3592  6.2578  -0.162
C  2.9137  4.7641  6.1179  -0.192
O  2.4601  5.6905  7.0606  -0.193
S  1.8233  4.8982  8.3805  0.751
O  0.4681  5.3157  8.6202  -0.240
O  2.7881  4.8452  9.4747  -0.246
O  1.7300  3.3486  7.6338  -0.209
H  2.7655  2.4576  6.0175  0.124
H  1.5067  3.2889  5.4214  0.108
H  2.8856  5.1299  5.0915  0.139
H  3.8612  4.4192  6.5319  0.123
C  -3.9835  -2.3087  -1.4278  -0.262
C  -5.4423  -2.0652  -1.7885  -0.145
O  -5.8347  -1.2373  -0.7073  -0.212
S  -4.6365  -0.3214  -0.1122  0.764
O  -4.3932  -0.6419  1.3179  -0.258
O  -4.8913  1.0400  -0.5928  -0.248
O  -3.5000  -1.1084  -1.0762  -0.189
H  -3.4809  -2.6538  -2.3313  0.139
H  -3.7434  -3.0556  -0.6711  0.143
H  -5.8615  -3.0700  -1.7359  0.137
H  -5.7285  -1.4550  -2.6451  0.141
C  0.4556  -5.9810  -7.9570  -0.217
C  1.2832  -4.6701  -8.0223  -0.121
O  1.5087  -4.2043  -6.6495  -0.217
S  0.3387  -4.8993  -5.6593  0.723
O  -0.5776  -4.0072  -5.0862  -0.201
O  0.9528  -5.9283  -4.7575  -0.259
O  -0.3174  -5.8001  -6.8483  -0.190
H  1.0928  -6.8646  -7.9204  0.129
H  -0.2228  -6.3419  -8.7301  0.144
H  0.6927  -3.9747  -8.6188  0.133
H  2.2038  -5.0679  -8.4495  0.134
C  -0.9952  0.2524  1.7522  -0.190
C  -0.5112  1.5070  1.0053  -0.197
O  0.1382  1.2007  -0.1890  -0.183
S  0.5218  -0.4486  -0.2440  0.802
O  1.9935  -0.5935  -0.2584  -0.253
O  -0.2490  -1.2485  -1.1595  -0.244
O  -0.1099  -0.7286  1.3647  -0.213
H  -2.0010  -0.0732  1.4867  0.108
H  -0.8264  0.2864  2.8285  0.121
H  0.1294  1.9924  1.7416  0.128
H  -1.2112  2.3333  0.8818  0.128

## Properties
- max |F| (eV/Å) = 6.7
- calculated total energy (eV) = -275109.0198